The following is a quantum chemistry calculation of 14 unconnected molecules or ions with the total composition C28H84O28 in a non-equilibrium geometry, from the Open Molecules 2025 dataset.

As for the charge: -1. Its orbital gap (spin up / spin down) is 1.63 / 9.00 eV. Its spin multiplicity is 2. The calculation puts the energy above the lowest of the compared OMol25 structures with the same formula, charge and spin at 30.0 kcal/mol. The HOMO energy (spin up / spin down) is -0.03 / -7.50 eV. The LUMO energy (spin up / spin down) is 1.598 / 1.500 eV. Its total energy is -87719.25389 eV.

Each line ends with the Mulliken charge.
Cartesian coordinates (Å):
C -2.360367 -2.766364 5.198543  -0.390
C -3.084068 -1.666751 6.046378  -0.243
O -4.522154 -1.960284 5.877240  -0.610
O -2.694748 -2.665496 3.840571  -0.381
H -2.676097 -3.749032 5.548913  0.372
H -1.324076 -2.762418 5.536465  0.225
H -2.902166 -0.638606 5.733430  0.149
H -2.848426 -1.780204 7.104528  0.378
H -4.623642 -2.153102 4.942291  0.318
H -1.989188 -2.174720 3.412878  0.048
C -3.991682 -5.228991 0.201252  -0.510
C -3.607626 -3.888162 0.687740  0.828
O -3.564279 -3.003746 -0.358529  -0.532
O -5.263606 -5.172445 -0.430106  -0.604
H -4.079357 -5.899799 1.055896  0.320
H -3.216584 -5.720499 -0.386746  0.197
H -2.625499 -3.913700 1.159823  -0.361
H -4.266867 -3.573555 1.496767  0.001
H -3.672782 -2.099731 -0.054245  0.427
H -5.281600 -4.415085 -1.019753  0.357
C -5.075856 -0.516187 1.359370  -0.226
C -6.441581 -0.999049 0.822974  -0.711
O -6.726943 -0.637324 -0.522932  -0.604
O -4.014888 -0.537611 0.400528  -0.576
H -4.837496 -1.014960 2.298800  -0.004
H -5.252176 0.547829 1.517095  0.475
H -7.223842 -0.609705 1.474576  0.348
H -6.629606 -2.069522 0.905624  0.379
H -6.430936 0.255590 -0.714426  0.366
H -3.816585 0.372303 0.167435  0.001
C 6.954098 -0.914356 -2.265294  -0.616
C 6.259441 -0.132033 -1.166582  -0.741
O 4.848958 -0.412020 -1.096221  0.095
O 7.381311 -2.236129 -1.855655  -0.577
H 7.820796 -0.388452 -2.665736  0.424
H 6.272178 -0.924817 -3.115583  0.218
H 6.363997 0.891860 -1.525485  0.244
H 6.792994 -0.019771 -0.222748  0.297
H 4.383196 0.380977 -1.371588  0.122
H 7.101583 -2.882956 -2.507542  0.331
C -0.096825 -4.949821 1.082703  0.145
C 1.447841 -5.247189 1.084573  -0.542
O 1.838737 -5.330659 -0.280317  -0.519
O -0.817924 -6.061141 0.467400  -0.537
H -0.362314 -4.058644 0.514000  -0.172
H -0.517475 -4.869770 2.085079  0.393
H 1.647946 -6.245471 1.473798  0.330
H 2.130650 -4.578169 1.608310  0.304
H 1.319164 -6.019495 -0.701224  0.288
H -0.890096 -6.765264 1.115936  0.312
C 4.513545 2.219749 -2.846906  -1.730
C 4.009774 2.991563 -4.010244  -0.555
O 2.971508 2.267005 -4.691311  -0.336
O 3.456449 1.727924 -1.949296  0.765
H 5.210218 2.811717 -2.253330  1.152
H 5.034345 1.347439 -3.241788  -0.048
H 4.732176 3.278319 -4.774452  0.493
H 3.694001 3.944890 -3.586505  0.209
H 2.516989 1.750716 -4.021639  -0.037
H 3.311466 2.459709 -1.345088  -0.989
C -5.152888 2.962704 -1.468079  -0.685
C -3.808546 2.171194 -1.803240  -0.618
O -3.014244 1.962144 -0.663970  0.072
O -5.949155 2.160693 -0.565717  -0.419
H -5.746177 3.143596 -2.364397  0.369
H -5.139510 3.948034 -1.002211  0.395
H -3.228370 2.693064 -2.564259  0.272
H -4.038572 1.157125 -2.130110  0.323
H -3.141729 2.730591 -0.102876  0.158
H -6.451450 2.765569 -0.014869  0.245
C 3.089881 -1.750101 -3.866471  0.112
C 2.513377 -2.168664 -2.472281  0.557
O 1.382162 -2.998729 -2.373133  -0.689
O 3.648375 -2.879857 -4.553847  -0.650
H 3.750873 -0.890272 -3.757482  -0.037
H 2.217386 -1.456698 -4.450217  -0.161
H 2.303982 -1.263456 -1.902326  -0.456
H 3.194756 -2.775653 -1.876120  0.652
H 1.499563 -3.584349 -1.621550  0.351
H 3.006080 -3.496751 -4.912308  0.342
C 0.619294 4.348302 2.571859  0.779
C -0.249965 5.380332 3.217013  -0.902
O -1.159160 6.072666 2.358236  -0.529
O 1.354562 4.931621 1.488625  -0.158
H -0.008740 3.623215 2.054262  -0.443
H 1.143962 3.722178 3.293520  0.409
H 0.387482 6.159303 3.635296  0.302
H -0.751422 4.915148 4.065687  0.384
H -0.644350 6.764918 1.937090  0.296
H 0.776459 5.265502 0.798761  0.036
C -0.480595 0.640089 4.148374  1.152
C 0.756534 -0.145818 4.064739  0.691
O 0.707838 -1.204115 5.049761  -0.599
O -0.477154 1.339681 5.402523  -0.650
H -1.415629 0.094246 4.022399  -0.572
H -0.489790 1.405620 3.372500  -0.514
H 1.598965 0.503242 4.303760  0.189
H 0.728555 -0.590712 3.070057  -0.315
H 1.141013 -1.979633 4.685719  0.344
H -0.316786 0.692755 6.093441  0.384
C -0.470035 -0.912218 0.639360  -1.060
C -0.031377 0.588504 0.571386  1.055
O 0.960476 0.889208 -0.394073  3.066
O -1.632752 -1.046512 1.530389  1.097
H 0.344568 -1.547568 0.987002  0.115
H -0.657549 -1.317654 -0.354901  0.215
H 0.442414 0.891838 1.504986  -0.747
H -0.907763 1.228664 0.470104  -0.494
H 1.815616 0.616860 -0.053235  -1.551
H -2.477107 -1.159157 1.087697  -0.244
C -0.189150 4.313213 -1.711785  0.215
C 0.208906 3.894979 -3.186207  0.306
O 0.195043 5.060579 -4.029583  -0.450
O 0.592427 5.452481 -1.268484  -0.181
H -0.088446 3.488778 -1.005891  -0.739
H -1.242882 4.590146 -1.679351  0.274
H -0.409416 3.087650 -3.578621  0.097
H 1.229880 3.515192 -3.224586  -0.090
H 0.465067 4.661194 -4.859759  0.330
H 0.582703 6.137697 -1.940790  0.245
C 3.835785 0.091804 1.919019  -0.538
C 3.874714 1.597960 1.515080  -1.454
O 2.579300 2.165020 1.594804  0.582
O 3.098844 -0.764981 0.963380  -0.332
H 3.557477 -0.027044 2.966164  0.442
H 4.882044 -0.205593 1.989735  0.571
H 4.160807 1.728884 0.471478  -0.048
H 4.466595 2.268986 2.137560  0.014
H 2.534014 2.830500 0.904377  -0.083
H 3.653185 -0.790817 0.180031  0.112
C -0.491731 0.144833 -3.321635  0.738
C -0.741850 -0.528884 -4.631810  -0.857
O -0.839283 0.330407 -5.684304  -0.693
O 0.686707 0.836837 -3.330197  0.317
H -0.621439 -0.573490 -2.512137  -0.407
H -1.229583 0.934361 -3.179120  -0.051
H -1.642096 -1.138616 -4.708477  0.365
H 0.117056 -1.077160 -5.018815  0.220
H -0.081658 0.918004 -5.732706  0.335
H 1.029619 0.862004 -2.433886  -0.266

Cartesian forces, eV/Å:
-0.3 0.6 2.2
-1.5 -1.8 -1.1
1.0 0.6 0.7
0.5 -0.1 0.1
-0.6 0.0 0.1
0.6 0.4 -1.1
0.3 -0.1 -0.2
-0.1 0.0 0.0
0.0 0.0 -0.2
0.1 0.4 -0.7
-0.5 -0.9 0.2
1.1 0.0 1.5
-0.2 0.3 -1.6
-0.1 -0.6 0.1
-0.3 0.0 0.2
0.0 0.4 -0.6
0.3 -0.4 0.2
-0.5 0.1 0.0
-0.2 0.3 -0.3
0.3 0.2 -0.1
-1.2 1.1 -0.8
-0.2 -0.3 -0.4
0.1 -0.6 0.3
-0.6 -0.7 0.5
0.3 -0.1 -0.1
0.1 0.1 0.7
0.1 0.5 0.4
0.6 -0.2 -0.3
0.1 0.4 0.2
0.4 0.4 -0.3
0.1 -0.8 0.3
-0.1 1.2 -1.1
1.4 -1.1 0.6
-0.3 0.6 -0.1
0.3 0.3 0.4
-0.3 -0.4 0.0
-0.2 0.3 -0.1
-0.3 -1.0 0.3
-0.5 0.7 -0.2
-0.1 0.1 0.0
0.3 -1.1 0.7
-1.3 -0.7 -1.0
0.7 0.8 -0.3
0.8 0.7 -0.2
0.3 -0.1 -0.1
0.3 0.4 0.2
-0.4 -0.1 0.7
-0.4 0.5 -0.2
-0.2 -0.1 0.0
0.0 0.0 0.1
0.5 -1.1 0.1
-1.3 0.4 -0.2
0.5 0.6 0.0
0.9 -0.4 -2.0
0.1 0.2 0.1
0.0 -0.3 0.3
0.5 -0.5 0.2
-0.7 0.3 -0.2
-0.4 -0.2 0.2
-0.4 1.1 1.0
-0.1 -1.1 -0.2
-1.5 0.9 0.3
-0.1 0.1 0.8
0.4 -0.1 -0.2
0.2 -0.3 -0.4
1.2 0.2 0.0
-0.2 0.1 -0.2
-0.4 0.2 -0.4
0.4 0.2 0.3
-0.1 -0.1 0.1
-2.7 -2.2 0.6
1.3 0.2 1.2
-1.6 -0.1 -1.6
1.5 0.5 0.2
0.4 -0.5 -0.1
0.0 0.6 0.0
0.1 0.4 -0.1
1.3 0.8 -0.3
0.1 -0.2 0.0
-0.5 0.5 0.3
-1.4 0.0 -2.3
0.5 0.7 0.9
-0.1 -0.7 0.0
1.4 -0.2 1.4
-0.6 -0.4 0.3
0.9 0.7 -0.2
0.3 -0.1 0.3
-0.6 0.1 -0.2
0.0 0.0 -0.2
-0.3 -0.1 -0.3
-0.6 1.5 1.0
-0.2 -1.3 -0.3
-0.1 0.1 0.0
-0.4 0.3 -0.1
0.1 -0.5 0.0
0.1 0.1 0.0
0.1 -0.1 -0.5
0.8 0.0 -0.1
0.1 0.1 0.0
0.0 -0.2 0.1
-0.8 0.6 0.0
0.6 -0.6 0.9
-1.1 -0.2 -1.3
2.0 -0.2 0.4
0.1 0.1 0.5
-0.5 0.2 -0.2
-0.3 -0.2 0.4
0.0 -0.1 -0.5
0.3 -0.2 0.5
0.1 0.3 -0.6
0.5 0.7 -1.6
0.4 0.5 1.6
-0.5 -0.6 0.3
-0.4 -1.1 0.4
0.6 0.0 -0.1
-0.3 0.1 -0.2
-0.4 0.1 0.1
0.0 -0.1 0.5
0.1 0.5 -0.5
-0.1 -0.1 -0.3
0.8 0.8 -0.9
-1.1 -0.4 0.1
-0.8 -0.8 0.5
0.0 1.3 2.3
-1.1 -0.2 -0.3
0.3 -0.3 -0.5
0.8 -0.3 0.0
0.9 -0.7 0.2
-0.3 0.7 -0.3
0.7 -0.1 -0.5
-2.0 -0.2 0.3
1.1 -1.2 -0.5
-1.4 2.9 -2.3
2.1 0.1 -0.4
0.4 -0.1 0.2
-1.0 -0.2 0.0
0.1 -0.1 0.7
0.3 -1.3 1.5
0.2 0.0 0.2
0.2 0.2 0.7


The following is a quantum chemistry calculation of 3 unconnected molecules or ions with the total composition C5H15N2O in a non-equilibrium geometry, from the Open Molecules 2025 dataset.

As for the charge: +1. Its orbital gap is 5.41 eV. The calculation puts the energy above the lowest of the compared OMol25 structures with the same formula, charge and spin at 184.3 kcal/mol. The HOMO energy is -13.09 eV. The LUMO energy is -7.684 eV. Its total energy is -10442.56828 eV.

Each line ends with the Mulliken charge.
Cartesian coordinates (Å):
C 0.965774 1.512029 0.401382  -0.554
C 1.909881 1.007961 -0.651328  -0.463
C 0.975913 0.505949 -1.780594  -0.639
N -4.269596 -0.927121 -1.075959  -0.471
C -3.170508 -0.115200 -0.659634  0.120
C -1.974683 -0.151464 -1.186544  -0.272
N 0.028187 0.487104 1.063536  -0.340
H 1.304153 2.153458 1.209769  0.477
H 0.294837 2.164808 -0.200488  0.271
H 2.574392 0.408595 -0.057782  0.313
H 2.477435 1.853257 -1.035820  0.316
H 1.501123 -0.125596 -2.453322  0.441
H 0.122071 -0.032514 -1.299059  -0.301
H -4.150283 -1.158230 -2.181851  0.322
H -5.234083 -0.543702 -0.854612  0.320
H -3.545507 0.681234 0.077811  0.281
H -1.422742 -1.076771 -1.475682  0.449
H 0.690402 1.373889 -2.375576  0.337
H -0.703707 -0.088860 0.531622  0.091
H -0.355447 0.888483 1.948499  0.304
H 3.283703 -3.172161 4.327845  0.330
H 4.796696 -2.885794 4.065782  0.333
O 3.901989 -2.759353 3.662003  -0.663

Cartesian forces, eV/Å:
-3.2 0.9 -0.4
-0.8 0.4 0.8
0.8 -0.2 1.2
1.0 1.1 -3.3
-3.8 0.9 1.7
0.4 -1.8 -0.7
-0.2 0.3 -0.3
0.5 -0.3 0.1
0.1 0.2 0.6
0.6 -1.3 -0.8
0.1 0.1 0.2
0.3 -0.9 -0.6
1.0 0.6 -0.9
-0.8 0.3 3.6
1.8 -0.4 -0.5
1.1 -1.3 -0.7
0.1 1.1 0.4
-0.5 -0.1 0.3
1.4 1.0 0.7
0.2 -0.6 -1.3
1.0 0.7 -1.1
-1.1 0.2 -0.5
0.1 -0.8 1.6


The following is a quantum chemistry calculation of a single C5H10ClNO4 molecule in a non-equilibrium geometry, from the Open Molecules 2025 dataset.

Its orbital gap is 10.96 eV. The calculation puts the energy above the lowest of the compared OMol25 structures with the same formula, charge and spin at 127.5 kcal/mol. The HOMO energy is -10.64 eV. The LUMO energy is 0.318 eV. Its total energy is -27545.29910 eV.

Each line ends with the Mulliken charge.
Cartesian coordinates (Å):
C 0.158264 -1.385877 1.455212  -1.203
C -0.929162 -0.550555 0.843732  -0.402
O -1.997202 -1.341956 0.602986  -0.533
C -0.531086 -0.006773 -0.554039  0.537
Cl -1.779034 1.117556 -1.071817  -0.148
C 0.772246 0.914570 -0.709623  -0.118
C 0.880320 1.997455 0.411136  -1.057
O 0.958402 1.386240 -2.035636  -0.553
N -0.332360 -1.208096 -1.443090  1.082
O -1.119089 -1.489040 -2.314364  -0.637
O 0.681503 -1.793070 -1.273514  -0.616
H 0.468341 -2.302529 0.842754  0.276
H -0.138624 -1.830054 2.549768  0.335
H 0.882679 -0.616910 1.769333  0.309
H -1.114517 0.380055 1.345494  0.694
H -2.711720 -0.716616 0.631831  0.360
H 1.589065 0.104603 -0.502827  0.423
H 1.723863 1.627978 1.001232  0.266
H 1.045334 2.967531 -0.087431  0.377
H -0.060565 1.936717 1.039461  0.256
H 1.553342 0.808770 -2.500596  0.351

Cartesian forces, eV/Å:
0.1 -1.2 3.2
2.4 -0.4 -1.3
-2.0 -0.8 0.6
1.5 2.0 -0.5
-1.0 -0.4 -0.4
1.8 -3.2 1.0
-1.0 -1.3 -0.8
-0.9 0.6 1.0
-1.9 1.1 -1.9
-0.7 0.4 0.2
2.4 -1.3 0.7
-0.1 1.9 0.9
0.1 1.1 -2.7
0.8 -0.9 -0.6
-0.4 0.1 1.1
-1.3 -0.2 -0.4
-1.1 1.6 -0.3
-0.1 0.8 0.2
-0.1 -0.3 0.7
1.2 0.7 -0.7
0.3 -0.4 -0.2